P.
{"formula": "C2H2Cl4Si", "method": "ωB97M-V/def2-TZVPD", "homo_lumo_gap_ev": 11.63, "homo_energy_ev": -11.112, "total_charge": 0, "species": ["C", "C", "Si", "Cl", "Cl", "Cl", "H", "Cl", "H"], "xyz": [[-0.85429, 1.79411, -0.81416], [0.04554, 1.10970, -0.40321], [1.63497, 0.22932, 0.04825], [1.41148, -1.70128, -0.36317], [2.15547, 0.34079, 2.02834], [3.13881, 1.00133, -1.05036], [-1.69358, 2.33618, -1.21254], [-3.24083, -2.49073, 0.32321], [-2.59757, -2.61943, 1.44363]], "mulliken_charge": [0.22, -0.69, 0.73, -0.20, -0.23, -0.21, 0.37, -0.25, 0.24]}

Q.
{"formula": "C2H2Cl4Si", "method": "ωB97M-V/def2-TZVPD", "homo_lumo_gap_ev": 11.15, "homo_energy_ev": -10.659, "total_charge": 0, "species": ["C", "C", "Si", "Cl", "Cl", "Cl", "H", "Cl", "H"], "xyz": [[-0.42209, 0.49488, 1.78821], [-0.86176, 1.25673, 0.96105], [-1.44180, 2.66000, -0.15026], [0.17440, 3.71527, -0.58278], [-2.72026, 3.56521, 1.05388], [-2.22027, 1.95431, -1.87736], [0.02181, -0.11684, 2.44286], [1.19569, -1.03793, -1.34507], [2.23517, -1.16016, -0.52948]], "mulliken_charge": [0.27, -0.84, 0.72, -0.19, -0.18, -0.21, 0.44, -0.26, 0.25]}

P is favored, and the nearest alternative lies 0.0090 hartree above it.